Record 1
Molecular formula: C25H29BHgN2O4P
Method: DFT, ωB97M-V with the def2-TZVPD basis set

Calculated values
Energy relative to the best compared isomer or geometry (same formula, charge and spin) = 0.0 kJ/mol
Lowest unoccupied orbital energy (spin up / spin down) = 0.485 / -0.368 eV
Spin multiplicity = 2
HOMO (spin up / spin down) = -5.7 / -8.1 eV
Kohn-Sham gap (spin up / spin down) = 0.229 / 0.282 hartree
Strongest force on any atom = 0.5 eV Å⁻¹
<S²> = 0.774

Geometry (Å):
Hg: -1.04649 -0.18689 -0.30841
O: 1.31061 6.55636 2.34249
C: 2.28946 5.61771 2.39176
O: 3.36614 5.91877 2.82771
C: 1.94851 4.25846 1.89545
C: 2.79756 3.20679 2.23457
C: 2.56305 1.91898 1.80063
C: 1.45415 1.61937 0.98277
C: 0.60805 2.69096 0.64376
C: 0.84323 3.97238 1.09254
N: 1.12279 0.36530 0.52511
C: 1.91954 -0.68845 0.71401
C: 1.54099 -2.00485 0.36486
C: 2.41818 -3.09304 0.61124
C: 2.07545 -4.35402 0.21242
C: 0.84097 -4.55946 -0.43190
C: 0.01721 -3.47000 -0.60001
N: 0.33293 -2.22623 -0.22807
H: 0.48037 6.16442 2.04877
H: 3.65171 3.42471 2.86273
H: 3.23277 1.13264 2.11875
H: -0.25269 2.48999 0.01687
H: 0.16225 4.75470 0.77205
H: 2.91144 -0.57302 1.14185
H: 3.35599 -2.90060 1.11728
H: 2.74751 -5.18582 0.38127
H: 0.53743 -5.53744 -0.77612
H: -0.95893 -3.58740 -1.06235
O: -2.19411 0.10610 2.51956
B: -2.43293 -0.50889 1.29458
O: -3.24391 -1.62319 1.47017
C: -3.48837 -1.70477 2.82380
C: -4.21489 -2.64463 3.51584
C: -4.26358 -2.49989 4.90119
C: -3.62041 -1.44506 5.54172
C: -2.90215 -0.48985 4.82455
C: -2.84965 -0.65470 3.46067
H: -4.71688 -3.45761 3.00875
H: -4.80991 -3.22361 5.49157
H: -3.67813 -1.36470 6.61921
H: -2.40404 0.33622 5.31393
C: 0.45000 2.88054 -3.21297
C: 1.01547 1.48420 -3.46939
P: -0.06715 0.13215 -2.87331
C: -1.41564 0.12893 -4.12320
C: -2.56264 -0.80350 -3.73061
C: 0.87371 -1.35543 -3.40141
C: 2.30211 -1.40874 -2.85454
H: 1.14091 3.63759 -3.58435
H: 0.31235 3.05010 -2.14474
H: -0.50685 3.03072 -3.71533
H: 1.96452 1.37770 -2.94068
H: 1.19879 1.31863 -4.53436
H: -0.99158 -0.16209 -5.08689
H: -1.78410 1.15306 -4.21075
H: -2.21985 -1.83521 -3.62767
H: -3.34963 -0.78403 -4.48503
H: -3.00101 -0.49768 -2.77941
H: 0.88509 -1.38624 -4.49382
H: 0.30899 -2.21911 -3.04731
H: 2.94880 -0.70475 -3.37906
H: 2.71793 -2.40805 -2.99030
H: 2.32857 -1.17854 -1.79244

=====

Record 2
Molecular formula: C25H29BIrN6OS
Method: DFT, ωB97M-V with the def2-TZVPD basis set

Calculated values
Energy relative to the best compared isomer or geometry (same formula, charge and spin) = 264.5 kJ/mol
Total charge = +2
Lowest unoccupied orbital energy (spin up / spin down) = -8.273 / -8.593 eV
Spin multiplicity = 2
HOMO (spin up / spin down) = -13.5 / -13.5 eV
Kohn-Sham gap (spin up / spin down) = 0.193 / 0.181 hartree
Strongest force on any atom = 4.8 eV Å⁻¹
<S²> = 0.802

Geometry (Å):
Ir: -1.54732 -1.48874 -0.20089
C: 0.85720 4.90221 -2.65952
C: 0.55174 3.68796 -1.86616
C: 1.37406 3.27370 -0.81071
C: 1.06249 2.16659 -0.07096
C: -0.10140 1.38828 -0.31743
N: -0.39245 0.34866 0.50363
C: -0.04264 0.40999 1.82062
C: -0.18844 1.63874 2.51320
C: 0.12100 1.77053 3.84192
C: 0.60936 0.68216 4.57288
C: 0.90512 0.79115 6.02054
C: 0.76623 -0.53143 3.90888
C: 0.43937 -0.69984 2.57156
N: 0.67236 -1.97464 2.01825
C: 1.68818 -2.80928 2.34498
C: 1.46945 -4.00824 1.70895
C: 0.27295 -3.82987 1.00993
N: -0.19038 -2.60700 1.20813
C: -0.88799 1.76366 -1.44734
C: -0.55322 2.89693 -2.17273
N: -2.03653 1.06486 -1.85805
C: -3.14472 1.60127 -2.42767
C: -3.93684 0.56676 -2.86271
C: -3.23133 -0.59273 -2.53464
N: -2.09487 -0.27746 -1.91877
H: 1.46756 5.59590 -2.08903
H: -0.05445 5.39713 -2.98561
H: 1.41672 4.63731 -3.55818
H: 2.26045 3.84404 -0.57806
H: 1.71417 1.85679 0.73339
H: -0.59015 2.47982 1.96809
H: -0.02056 2.71929 4.33492
H: 1.09339 1.82122 6.30487
H: 1.75275 0.17019 6.29805
H: 0.04790 0.44188 6.59926
H: 1.13928 -1.37865 4.46419
H: 2.50476 -2.50615 2.96548
H: 2.07006 -4.89304 1.74999
H: -0.26744 -4.52652 0.39746
H: -1.16894 3.17922 -3.01345
H: -3.31843 2.65532 -2.46428
H: -4.88604 0.62743 -3.35164
H: -3.47439 -1.61798 -2.73938
B: -5.30856 -0.85528 2.44168
C: -4.11995 -1.33039 1.64814
N: -3.15545 -1.59932 1.05246
H: -5.00700 -0.84530 3.59939
H: -6.23701 -1.60632 2.48686
H: -5.73632 0.12722 1.93210
O: 0.22988 -2.01294 -1.57419
S: 1.24643 -1.04065 -2.11443
C: 1.52708 -1.50806 -3.86938
C: 3.03434 -1.44580 -4.00777
C: 3.58017 -2.25071 -2.83274
C: 2.86916 -1.74478 -1.58312
H: 0.99207 -0.81326 -4.51213
H: 1.13847 -2.51645 -4.00902
H: 3.37470 -0.41099 -3.94664
H: 3.36638 -1.85879 -4.95798
H: 4.65898 -2.14113 -2.74430
H: 3.36170 -3.30780 -2.98704
H: 3.41713 -0.94710 -1.08679
H: 2.63978 -2.52958 -0.86710

=====

Record 3
Molecular formula: C25H29BN3O3Ru
Method: DFT, ωB97M-V with the def2-TZVPD basis set

Calculated values
Lowest unoccupied orbital energy (spin up / spin down) = 0.082 / -1.154 eV
Spin multiplicity = 6
HOMO (spin up / spin down) = -5.1 / -8.6 eV
Kohn-Sham gap (spin up / spin down) = 0.189 / 0.275 hartree
Strongest force on any atom = 0.2 eV Å⁻¹
<S²> = 8.821

Geometry (Å):
Ru: -0.20958 -0.26634 -0.81286
O: -1.24069 3.31030 0.72290
C: -1.21155 2.20080 0.19269
N: -0.02643 1.51353 -0.05017
C: 1.24546 2.02713 0.35928
C: 2.29528 1.00065 0.03147
C: 3.63550 1.21568 0.32826
C: 4.56658 0.24628 0.01832
C: 4.14284 -0.93383 -0.58142
C: 2.80152 -1.09338 -0.84182
N: 1.89166 -0.14731 -0.55407
C: -2.37369 1.42053 -0.21239
C: -3.67339 1.86430 0.03343
C: -4.75210 1.08056 -0.28067
C: -4.51439 -0.21536 -0.84467
C: -3.24502 -0.62204 -1.08046
N: -2.14810 0.16230 -0.82623
H: 1.26677 2.23003 1.43770
H: 1.49191 2.97494 -0.13464
H: 3.92552 2.14347 0.80260
H: 5.61331 0.40215 0.24433
H: 4.83712 -1.72163 -0.83491
H: 2.41147 -1.99930 -1.28173
H: -3.78168 2.83985 0.48920
H: -5.76017 1.42120 -0.09110
H: -5.33406 -0.87764 -1.08485
H: -3.02492 -1.59797 -1.49112
C: -0.22640 -0.11743 2.91033
C: 0.02577 -0.10008 4.29037
C: 1.07588 -0.86864 4.85055
C: 1.31822 -0.85665 6.20743
C: 0.53099 -0.07998 7.05654
C: -0.50492 0.68856 6.52754
C: -0.75804 0.68270 5.17265
H: -1.03135 0.46477 2.48056
H: 0.38554 -0.72140 2.25266
H: 1.68895 -1.46934 4.18800
H: 2.12494 -1.45199 6.61635
H: 0.72463 -0.07197 8.12093
H: -1.11463 1.29479 7.18532
H: -1.56058 1.28277 4.76115
C: 0.80017 -4.37617 2.56704
C: 0.35959 -4.11801 1.13959
C: 1.10503 -5.03209 0.17623
O: 0.71314 -2.75677 0.78370
B: -0.28714 -2.25820 -0.03702
O: -1.35166 -3.12786 -0.11726
C: -1.18076 -4.12819 0.92212
C: -1.74665 -5.44586 0.43254
C: -1.95653 -3.63263 2.13569
H: 1.88905 -4.34251 2.62511
H: 0.47344 -5.36548 2.89481
H: 0.39639 -3.63111 3.25030
H: 2.17299 -4.82398 0.25301
H: 0.79101 -4.85294 -0.85299
H: 0.94162 -6.08384 0.41387
H: -1.31834 -5.73617 -0.52466
H: -2.82584 -5.35368 0.31040
H: -1.55317 -6.23716 1.16012
H: -1.55182 -2.68851 2.50509
H: -1.93992 -4.36301 2.94601
H: -2.99206 -3.46337 1.84014